Below is H2O2Tl as an isolated structure in a non-equilibrium geometry, with properties calculated with the ωB97M-V functional and the def2-TZVPD basis.

Element x y z (Å)
Tl (-0.399, 0.721, 0.140)
O (-0.929, 0.319, -1.953)
H (-0.365, -0.293, -2.465)
O (0.575, -0.017, 1.943)
H (1.118, -0.729, 2.334)

* M: 238.4 g/mol
* energy above the lowest of the compared OMol25 structures with the same formula, charge and spin: 17.66 kcal per mole
* maximum force: 3.9 eV/Å
* electronic energy: -8808.593 eV
* LUMO energy: -9.6 eV
* net charge: +1